A 8-piece molecular cluster, C8H33N2O11S overall in a non-equilibrium geometry. Source: the Open Molecules 2025 dataset; level of theory: ωB97M-V/def2-TZVPD.

F_max, eV/Å: 5.41
2S+1: 2
E_HOMO (alpha / beta), eV: -8.33 / -8.33
HOMO-LUMO gap (alpha / beta), eV: 7.59 / 3.13
DFT total energy, Eh: -1659.64390
<S²>: 0.76

Last column: Mulliken charge in e.
Atoms and positions in Å:
1 O -3.704 -0.036 13.359  -0.2576
2 H -3.247 0.207 14.168  0.4058
3 H -4.375 0.560 13.019  0.5496
4 H -4.040 -0.933 13.422  0.3296
5 O -6.277 -1.784 15.095  -0.2764
6 H -6.549 -0.894 14.858  0.5884
7 H -6.100 -1.849 16.036  0.3001
8 H -5.502 -1.943 14.551  0.5149
9 O -5.501 0.942 17.129  -0.3055
10 H -5.465 0.983 16.170  0.4321
11 H -4.696 1.315 17.497  0.4581
12 H -5.450 0.015 17.370  0.3950
13 O -4.224 -2.462 13.938  -1.2519
14 H -4.033 -3.031 13.167  0.1214
15 O -5.487 -1.466 17.439  -1.1168
16 H -5.147 -2.077 18.121  0.1234
17 S -6.292 1.838 13.870  1.2607
18 O -5.707 3.011 14.615  -0.4368
19 O -5.458 1.600 12.684  -0.6290
20 O -6.134 0.651 14.713  -0.8963
21 O -7.665 1.865 13.497  -0.4766
22 C -7.892 -1.566 19.700  -1.0888
23 C -7.476 -3.063 19.447  0.3071
24 C -8.642 -4.095 19.930  -0.7921
25 O -8.750 -3.815 21.273  -0.3174
26 C -10.015 -3.340 21.575  -0.8399
27 N -7.294 -3.320 17.966  -0.6519
28 H -8.879 -1.440 19.255  0.2971
29 H -7.144 -0.873 19.315  0.1371
30 H -7.990 -1.461 20.780  0.3830
31 H -6.543 -3.265 19.972  0.3574
32 H -8.313 -5.130 19.847  0.3069
33 H -9.548 -4.017 19.329  0.3977
34 H -10.060 -3.423 22.661  0.3066
35 H -10.807 -4.035 21.296  0.3844
36 H -10.415 -2.358 21.325  0.2991
37 H -8.092 -2.957 17.465  0.3106
38 H -6.583 -2.652 17.704  0.3669
39 C -4.659 -7.460 13.499  -1.5742
40 C -4.866 -6.104 14.188  0.5543
41 C -3.974 -5.863 15.397  -0.4363
42 O -4.365 -6.619 16.522  -0.3260
43 C -3.656 -7.858 16.679  -0.7331
44 N -4.698 -5.074 13.227  -0.7037
45 H -3.623 -7.385 13.168  0.3950
46 H -5.200 -7.557 12.558  0.3790
47 H -4.854 -8.351 14.096  0.3367
48 H -5.914 -6.094 14.485  0.1884
49 H -4.112 -4.797 15.578  0.0949
50 H -2.895 -6.009 15.339  0.3665
51 H -2.595 -7.781 16.440  0.3397
52 H -3.915 -8.713 16.055  0.2388
53 H -3.690 -8.169 17.723  0.2595
54 H -3.839 -5.216 12.716  0.3311
55 H -4.665 -4.123 13.566  0.2935